Here is 11 unconnected molecules or ions with the total composition C69H58F10N3O3P from OMol25. Energies are from ωB97M-V/def2-TZVPD.

Its gap between HOMO and LUMO is 9.1 eV. Its SMILES is N#C[C@@H](c1ccncc1)[C@H](C#N)P(=O)(O)O.Fc1ccccc1.Fc1ccccc1.Fc1ccccc1.Fc1ccccc1.Fc1ccccc1.Fc1ccccc1.Fc1ccccc1.Fc1ccccc1.Fc1ccccc1.Fc1ccccc1. For the molar mass, the calculation gives 1198.195 g mol⁻¹. Its LUMO energy is 0.0 eV.

Each atom is followed by the atoms it is bonded to, with distances in Å.
Positions of all 144 atoms, in Å:
1 N 6.964 -1.912 2.029  C2 1.143
2 C 6.869 -0.891 1.524  N1 1.143, C3 1.459
3 C 6.725 0.314 0.714  C2 1.459, C4 1.506, C10 1.575, H17 1.088
4 C 5.411 1.003 0.976  C3 1.506, C5 1.390, C9 1.391
5 C 4.711 1.628 -0.050  C4 1.390, C6 1.386, H18 1.080
6 C 3.518 2.271 0.242  C5 1.386, N7 1.339, H19 1.083
7 N 2.929 2.333 1.442  C6 1.339, C8 1.342
8 C 3.632 1.718 2.405  N7 1.342, C9 1.385, H20 1.083
9 C 4.848 1.073 2.245  C4 1.391, C8 1.385, H21 1.080
10 C 7.884 1.352 0.958  C3 1.575, C11 1.452, P13 1.839, H22 1.088
11 C 7.885 2.246 -0.186  C10 1.452, N12 1.140
12 N 7.820 3.026 -1.015  C11 1.140
13 P 9.545 0.600 1.196  C10 1.839, O14 1.455, O15 1.589, O16 1.591
14 O 9.686 0.112 2.560  P13 1.455
15 O 9.725 -0.569 0.135  P13 1.589, H23 0.968
16 O 10.607 1.749 0.908  P13 1.591, H24 0.969
17 H 6.778 0.033 -0.335  C3 1.088
18 H 5.094 1.640 -1.061  C5 1.080
19 H 3.004 2.774 -0.568  C6 1.083
20 H 3.207 1.753 3.401  C8 1.083
21 H 5.329 0.613 3.095  C9 1.080
22 H 7.635 1.935 1.842  C10 1.088
23 H 9.267 -0.389 -0.699  O15 0.968
24 H 10.297 2.419 0.281  O16 0.969
25 F 0.021 -0.314 4.277  C26 1.355
26 C -0.559 0.875 3.983  F25 1.355, C27 1.379, C31 1.380
27 C 0.058 1.714 3.079  C26 1.379, C28 1.387, H32 1.080
28 C -0.545 2.926 2.778  C27 1.387, C29 1.389, H33 1.082
29 C -1.744 3.283 3.382  C28 1.389, C30 1.389, H34 1.081
30 C -2.350 2.421 4.287  C29 1.389, C31 1.389, H35 1.073
31 C -1.754 1.203 4.589  C26 1.380, C30 1.389, H36 1.083
32 H 0.990 1.427 2.617  C27 1.080
33 H -0.074 3.590 2.066  C28 1.082
34 H -2.209 4.229 3.145  C29 1.081
35 H -3.277 2.686 4.758  C30 1.073
36 H -2.214 0.512 5.283  C31 1.083
37 F 7.166 4.675 2.107  C38 1.355
38 C 7.121 5.945 1.637  F37 1.355, C39 1.379, C43 1.378
39 C 7.734 6.949 2.357  C38 1.379, C40 1.388, H44 1.082
40 C 7.685 8.245 1.864  C39 1.388, C41 1.389, H45 1.081
41 C 7.025 8.518 0.673  C40 1.389, C42 1.388, H46 1.082
42 C 6.414 7.490 -0.033  C41 1.388, C43 1.386, H47 1.082
43 C 6.464 6.191 0.450  C38 1.378, C42 1.386, H48 1.083
44 H 8.237 6.716 3.286  C39 1.082
45 H 8.165 9.044 2.412  C40 1.081
46 H 6.989 9.530 0.295  C41 1.082
47 H 5.897 7.698 -0.960  C42 1.082
48 H 6.001 5.372 -0.085  C43 1.083
49 F -6.508 -4.142 3.762  C50 1.348
50 C -5.312 -3.605 4.074  F49 1.348, C51 1.382, C55 1.382
51 C -4.718 -3.948 5.274  C50 1.382, C52 1.388, H56 1.082
52 C -3.484 -3.396 5.590  C51 1.388, C53 1.387, H57 1.082
53 C -2.875 -2.514 4.709  C52 1.387, C54 1.385, H58 1.083
54 C -3.489 -2.181 3.513  C53 1.385, C55 1.387, H59 1.082
55 C -4.718 -2.731 3.183  C50 1.382, C54 1.387, H60 1.082
56 H -5.218 -4.634 5.944  C51 1.082
57 H -3.001 -3.654 6.523  C52 1.082
58 H -1.913 -2.080 4.948  C53 1.083
59 H -3.002 -1.490 2.838  C54 1.082
60 H -5.213 -2.493 2.250  C55 1.082
61 F -4.617 4.254 4.070  C62 1.351
62 C -5.562 4.542 4.990  F61 1.351, C63 1.380, C67 1.380
63 C -5.166 4.866 6.272  C62 1.380, C64 1.387, H68 1.082
64 C -6.139 5.163 7.215  C63 1.387, C65 1.388, H69 1.081
65 C -7.483 5.125 6.868  C64 1.388, C66 1.388, H70 1.082
66 C -7.856 4.793 5.573  C65 1.388, C67 1.387, H71 1.081
67 C -6.891 4.502 4.620  C62 1.380, C66 1.387, H72 1.082
68 H -4.113 4.883 6.522  C63 1.082
69 H -5.846 5.424 8.222  C64 1.081
70 H -8.238 5.355 7.607  C65 1.082
71 H -8.902 4.760 5.302  C66 1.081
72 H -7.159 4.248 3.604  C67 1.082
73 F 5.628 1.881 -3.835  C74 1.354
74 C 5.605 3.108 -4.408  F73 1.354, C75 1.379, C79 1.380
75 C 6.251 4.149 -3.774  C74 1.379, C76 1.387, H80 1.081
76 C 6.225 5.404 -4.363  C75 1.387, C77 1.389, H81 1.082
77 C 5.555 5.600 -5.563  C76 1.389, C78 1.388, H82 1.082
78 C 4.910 4.536 -6.180  C77 1.388, C79 1.387, H83 1.081
79 C 4.936 3.275 -5.603  C74 1.380, C78 1.387, H84 1.082
80 H 6.758 3.968 -2.836  C75 1.081
81 H 6.731 6.231 -3.883  C76 1.082
82 H 5.535 6.582 -6.018  C77 1.082
83 H 4.384 4.687 -7.113  C78 1.081
84 H 4.446 2.431 -6.069  C79 1.082
85 F -1.272 -6.513 7.955  C86 1.349
86 C -0.800 -6.908 6.754  F85 1.349, C87 1.380, C91 1.380
87 C -1.001 -6.096 5.658  C86 1.380, C88 1.387, H92 1.080
88 C -0.512 -6.502 4.425  C87 1.387, C89 1.388, H93 1.082
89 C 0.160 -7.710 4.305  C88 1.388, C90 1.388, H94 1.082
90 C 0.347 -8.513 5.421  C89 1.388, C91 1.387, H95 1.082
91 C -0.131 -8.112 6.660  C86 1.380, C90 1.387, H96 1.082
92 H -1.533 -5.162 5.771  C87 1.080
93 H -0.658 -5.871 3.558  C88 1.082
94 H 0.537 -8.025 3.341  C89 1.082
95 H 0.868 -9.457 5.329  C90 1.082
96 H 0.011 -8.719 7.544  C91 1.082
97 F 0.204 0.973 -0.585  C98 1.349
98 C -0.753 0.039 -0.757  F97 1.349, C99 1.380, C103 1.380
99 C -1.423 -0.018 -1.963  C98 1.380, C100 1.388, H104 1.082
100 C -2.405 -0.982 -2.142  C99 1.388, C101 1.389, H105 1.083
101 C -2.708 -1.865 -1.114  C100 1.389, C102 1.388, H106 1.082
102 C -2.024 -1.788 0.091  C101 1.388, C103 1.388, H107 1.082
103 C -1.034 -0.832 0.275  C98 1.380, C102 1.388, H108 1.083
104 H -1.174 0.685 -2.748  C99 1.082
105 H -2.935 -1.042 -3.084  C100 1.083
106 H -3.477 -2.614 -1.255  C101 1.082
107 H -2.258 -2.473 0.895  C102 1.082
108 H -0.485 -0.759 1.206  C103 1.083
109 F -4.640 -2.033 -4.999  C110 1.351
110 C -4.918 -3.274 -4.543  F109 1.351, C111 1.380, C115 1.379
111 C -4.692 -4.358 -5.366  C110 1.380, C112 1.388, H116 1.082
112 C -4.975 -5.630 -4.889  C111 1.388, C113 1.389, H117 1.077
113 C -5.483 -5.798 -3.608  C112 1.389, C114 1.388, H118 1.082
114 C -5.705 -4.693 -2.799  C113 1.388, C115 1.388, H119 1.082
115 C -5.418 -3.418 -3.266  C110 1.379, C114 1.388, H120 1.083
116 H -4.301 -4.203 -6.363  C111 1.082
117 H -4.798 -6.488 -5.516  C112 1.077
118 H -5.705 -6.792 -3.242  C113 1.082
119 H -6.104 -4.821 -1.801  C114 1.082
120 H -5.578 -2.543 -2.649  C115 1.083
121 F -5.786 -8.344 -6.242  C122 1.351
122 C -5.278 -8.714 -7.438  F121 1.351, C123 1.380, C127 1.380
123 C -5.446 -7.874 -8.520  C122 1.380, C124 1.387, H128 1.082
124 C -4.918 -8.253 -9.746  C123 1.387, C125 1.388, H129 1.081
125 C -4.245 -9.460 -9.873  C124 1.388, C126 1.388, H130 1.082
126 C -4.093 -10.289 -8.771  C125 1.388, C127 1.387, H131 1.081
127 C -4.609 -9.916 -7.539  C122 1.380, C126 1.387, H132 1.082
128 H -5.981 -6.941 -8.399  C123 1.082
129 H -5.035 -7.604 -10.603  C124 1.081
130 H -3.838 -9.753 -10.832  C125 1.082
131 H -3.571 -11.231 -8.869  C126 1.081
132 H -4.495 -10.544 -6.665  C127 1.082
133 F -0.245 6.055 -3.570  C134 1.348
134 C -1.212 5.133 -3.748  F133 1.348, C135 1.380, C139 1.380
135 C -1.880 5.089 -4.955  C134 1.380, C136 1.387, H140 1.082
136 C -2.871 4.135 -5.136  C135 1.387, C137 1.388, H141 1.082
137 C -3.185 3.251 -4.113  C136 1.388, C138 1.388, H142 1.082
138 C -2.502 3.317 -2.906  C137 1.388, C139 1.387, H143 1.082
139 C -1.503 4.261 -2.718  C134 1.380, C138 1.387, H144 1.082
140 H -1.623 5.792 -5.736  C135 1.082
141 H -3.399 4.083 -6.079  C136 1.082
142 H -3.960 2.510 -4.258  C137 1.082
143 H -2.748 2.631 -2.107  C138 1.082
144 H -0.954 4.323 -1.788  C139 1.082